The following is a DFT calculation (wB97M-V/def2-TZVPD) of an isolated molecule of C4H10N2O2 at a distorted geometry.

Structure (XYZ):
```
18
Properties=species:S:1:pos:R:3:forces:R:3:mulliken_charge:R:1
N -2.667394 1.016586 -0.692876 0.9 0.3 -1.3 -0.174
C -1.402769 0.258441 -0.651056 0.1 -0.1 0.2 -1.011
C -1.151747 -0.215518 0.627648 -0.1 -0.2 0.5 0.681
N -0.035457 -1.004446 0.868680 0.5 -0.2 0.2 -0.175
C 1.148758 -0.942979 0.059112 -0.4 0.0 -1.1 -0.988
C 2.032380 0.267037 0.298462 1.8 -1.0 0.2 0.008
O 3.423222 -0.025203 -0.017805 0.1 0.0 -0.2 -0.546
O -1.949436 -0.012659 1.576137 -0.2 0.1 -0.2 -0.805
H -2.871318 1.217743 -1.671030 -0.3 -0.4 0.0 0.353
H -2.585708 1.945371 -0.283013 -0.3 -0.1 0.8 0.303
H -3.395030 0.451050 -0.261978 -0.2 0.3 0.4 0.355
H 3.567468 -0.844792 -0.515024 -0.6 0.3 0.2 0.291
H -0.757811 0.286286 -1.500928 -0.1 0.2 -0.3 0.234
H 0.166686 -1.132573 1.848064 -0.4 0.1 0.1 0.279
H 1.750333 -1.835927 0.200867 0.1 -0.2 0.5 0.449
H 0.854553 -1.034187 -0.994242 0.0 0.2 0.1 0.326
H 2.071326 0.446620 1.372989 -0.4 0.4 0.0 0.226
H 1.801952 1.159153 -0.263999 -0.6 0.2 0.0 0.196
```
Positions in Å, forces in eV/Å.

- Largest force on an atom: 2.03 eV/Å
- Structure (SMILES): [NH3+]/C=C(\[O-])NCCO
- ΔE to the lowest compared entry with this formula, charge and spin: 80.0 kcal/mol
- LUMO: 0.236 eV
- 2S+1: 1
- Highest occupied orbital energy: -7.347 eV
- HOMO-LUMO gap: 7.6 eV
- E: -11383.4340 eV



The following is a DFT calculation (wB97M-V/def2-TZVPD) of a cluster of 2 separate species, C5H8O4 in total at a distorted geometry.

Structure (XYZ):
```
17
Properties=species:S:1:pos:R:3:forces:R:3:mulliken_charge:R:1
O -0.448253 3.326220 -2.161242 0.2 -0.3 0.9 -0.390
C 0.159715 2.868361 -1.234162 0.8 -0.8 -0.8 -0.114
C -0.543685 2.113231 -0.090937 -1.7 1.9 2.8 0.950
O -1.743317 2.008773 -0.046335 2.2 -0.7 0.1 -0.469
H 1.264551 2.902218 -1.153035 -0.2 0.2 0.0 0.297
O 0.306452 2.167555 1.158192 -1.1 -0.1 -2.6 -0.601
H -0.260731 1.978459 1.918789 -0.3 0.0 -0.2 0.323
O 0.628760 -0.131287 -0.080057 1.7 2.1 2.5 -0.605
C -0.108249 -1.218573 0.405802 0.0 0.2 0.3 0.089
C -0.451791 -2.286130 -0.575962 -0.1 0.1 -0.2 -0.590
C 0.574876 -2.546122 0.503119 0.1 -0.3 0.3 -0.497
H -0.845669 -0.949935 1.167477 0.1 -0.2 -0.2 0.321
H -1.432862 -2.755815 -0.499031 0.3 0.1 0.0 0.236
H -0.081368 -2.144398 -1.592163 -0.1 0.0 0.3 0.224
H 1.620602 -2.585055 0.195236 -0.3 0.1 0.1 0.226
H 0.309338 -3.196599 1.337291 0.1 0.1 -0.3 0.228
H 1.051625 0.449100 0.747014 -1.7 -2.4 -3.1 0.373
```
Positions in Å, forces in eV/Å.

- Largest force on an atom: 4.24 eV/Å
- Structure (SMILES): O=CC(=O)O.OC1CC1
- ΔE to the lowest compared entry with this formula, charge and spin: 70.3 kcal/mol
- LUMO: -0.569 eV
- 2S+1: 1
- Highest occupied orbital energy: -9.866 eV
- HOMO-LUMO gap: 9.3 eV
- E: -13502.0346 eV



The following is a DFT calculation (wB97M-V/def2-TZVPD) of an isolated molecule of C4H7FN2O at a distorted geometry.

Structure (XYZ):
```
15
Properties=species:S:1:pos:R:3:forces:R:3:mulliken_charge:R:1
C 1.438951 -0.832314 0.502478 -2.8 -2.8 -0.4 -0.418
C 0.011507 -0.465024 0.029048 1.0 0.4 1.9 0.229
C -0.966553 -1.347593 -0.032696 0.8 -0.3 -0.2 -0.238
C -0.162413 0.998904 0.034086 1.2 0.4 -0.9 0.398
H 2.555794 0.560490 -0.534787 -0.5 -1.2 0.4 0.267
H 3.310542 -0.845458 -0.026637 -1.2 0.7 -1.1 0.255
H 1.628065 -0.619621 1.563312 -0.4 0.5 -0.1 0.253
H 1.392156 -1.947931 0.399114 0.2 0.5 0.7 0.314
H -0.849027 -2.416061 0.007805 0.1 -0.2 0.1 0.391
H -2.130731 0.975426 -0.131414 -0.8 -0.5 0.1 0.275
H -1.424527 2.438558 0.016938 -0.2 1.9 -0.2 0.283
N 2.402311 -0.465657 -0.427215 4.3 1.0 -0.6 -0.628
N -1.402506 1.501505 0.289484 0.6 -0.5 0.0 -0.491
O 0.839829 1.688500 -0.172904 -1.4 0.1 0.6 -0.627
F -2.236498 -1.003130 -0.238274 -0.8 0.1 -0.3 -0.263
```
Positions in Å, forces in eV/Å.

- Largest force on an atom: 4.42 eV/Å
- Structure (SMILES): NC/C(=C/F)C(N)=O
- ΔE to the lowest compared entry with this formula, charge and spin: 28.0 kcal/mol
- LUMO: 0.777 eV
- 2S+1: 1
- Highest occupied orbital energy: -9.214 eV
- HOMO-LUMO gap: 10.0 eV
- E: -12005.8419 eV



The following is a DFT calculation (wB97M-V/def2-TZVPD) of a cluster of 2 separate species, C3H10N2O in total at a distorted geometry.

Structure (XYZ):
```
16
Properties=species:S:1:pos:R:3:forces:R:3:mulliken_charge:R:1
C -2.488207 -0.423217 -0.471066 -0.6 2.4 0.5 -1.048
C -1.405338 0.484560 0.083291 0.5 -0.6 2.4 0.471
C -1.021366 0.372896 1.411961 -0.3 -0.4 -2.1 -0.475
N 0.349956 0.542109 1.800445 -0.9 1.4 1.0 -0.572
N -0.688067 1.355279 -0.713353 0.0 -0.5 -1.6 -0.528
H -3.013537 -0.729508 0.431061 -0.2 -0.5 -0.2 0.298
H -3.179824 0.204815 -1.065214 0.1 -0.6 -0.1 0.334
H -2.116581 -1.263822 -1.044733 0.2 -0.1 0.0 0.275
H -1.803608 0.241126 2.149159 0.3 -0.9 0.2 0.313
H 0.943639 -0.219414 1.518873 0.0 0.1 -0.4 0.233
H 0.674309 1.439285 1.475667 0.7 -0.2 0.1 0.252
H -0.582494 2.297356 -0.376097 0.1 -0.1 0.3 0.209
H -1.009025 1.365780 -1.673450 0.3 0.0 0.1 0.240
H 4.764482 -1.991412 -2.258466 -0.5 0.1 0.6 0.322
H 4.342702 -2.549126 -0.891930 0.0 0.0 0.0 0.322
O 4.122299 -1.866643 -1.531843 0.5 -0.1 -0.6 -0.645
```
Positions in Å, forces in eV/Å.

- Largest force on an atom: 2.55 eV/Å
- Structure (SMILES): C/C(N)=C/N.O
- ΔE to the lowest compared entry with this formula, charge and spin: 50.8 kcal/mol
- LUMO: 0.912 eV
- 2S+1: 1
- Highest occupied orbital energy: -7.395 eV
- HOMO-LUMO gap: 8.3 eV
- E: -8299.3032 eV



The following is a DFT calculation (wB97M-V/def2-TZVPD) of the ion C4H10N3 with charge +1 at a distorted geometry.

Structure (XYZ):
```
17
Properties=species:S:1:pos:R:3:forces:R:3:mulliken_charge:R:1
C 1.426746 -0.413812 -1.425947 -3.3 -1.7 1.1 -0.047
C 1.210067 0.609044 0.753427 -0.1 1.3 -1.1 0.368
C 1.049790 2.008235 1.170223 -0.7 0.8 -4.5 -1.120
C -1.508776 -1.395565 0.132258 3.5 -1.2 -0.8 -0.790
N 1.614344 0.337430 -0.417651 1.5 0.2 0.6 -0.232
N 0.118681 -0.797351 -1.626283 3.2 -1.4 -0.9 -0.166
N -0.844299 -0.398433 -0.730659 -2.0 2.0 -3.4 -0.318
H 2.174227 -0.893649 -2.028958 0.4 0.4 -0.3 0.398
H 0.827969 -0.093021 1.491803 0.5 -0.7 -0.3 0.337
H 0.808470 2.013522 2.138146 -1.4 0.6 3.6 0.373
H 0.281500 2.474977 0.426964 0.5 -1.0 1.6 0.286
H 1.808798 2.735434 0.967578 1.3 -0.2 0.0 0.379
H -0.691714 -2.092514 0.617341 -1.8 1.4 -0.8 0.281
H -1.994076 -0.770425 0.797356 -1.1 0.6 1.8 0.311
H -2.182409 -1.933878 -0.467343 -1.0 -1.2 -0.3 0.389
H -0.065451 -1.482976 -2.373639 0.0 0.6 0.4 0.244
H -1.512195 0.000666 -1.514986 0.6 -0.6 3.1 0.306
```
Positions in Å, forces in eV/Å.

- Largest force on an atom: 4.63 eV/Å
- Structure (SMILES): C/C=N/C=[NH+]\NC
- ΔE to the lowest compared entry with this formula, charge and spin: 87.7 kcal/mol
- LUMO: -4.482 eV
- 2S+1: 1
- Highest occupied orbital energy: -14.424 eV
- Total charge: +1
- HOMO-LUMO gap: 9.9 eV
- E: -8770.7978 eV



What is the formula in the fourth record?
C3H10N2O